one.
{
  "formula": "C26H45N9S2Ti",
  "method": "the ωB97M-V functional and the def2-TZVPD basis",
  "species": ["Ti", "N", "C", "C", "N", "C", "C", "N", "H", "H", "H", "H", "H", "H", "H", "H", "H", "H", "H", "H", "H", "C", "N", "C", "C", "N", "C", "C", "C", "C", "C", "C", "N", "C", "N", "C", "C", "N", "C", "C", "N", "C", "C", "H", "H", "H", "H", "H", "H", "H", "H", "H", "H", "H", "H", "H", "H", "H", "H", "H", "H", "H", "H", "H", "H", "H", "H", "H", "H", "H", "H", "S", "C", "C", "C", "C", "C", "C", "S", "H", "H", "H", "H"],
  "positions_angstrom": [[0.053, -0.149, -0.145], [-2.193, 0.024, 0.164], [-2.670, 0.038, 1.551], [-1.810, -0.916, 2.351], [-0.398, -0.466, 2.269], [-0.075, 0.472, 3.373], [0.505, 1.807, 2.934], [1.863, 1.674, 2.405], [-2.506, -0.821, -0.318], [-2.548, 0.826, -0.344], [-2.559, 1.054, 1.941], [-3.728, -0.233, 1.628], [-2.143, -0.956, 3.393], [-1.882, -1.924, 1.938], [0.186, -1.292, 2.342], [-1.003, 0.677, 3.913], [0.597, -0.008, 4.093], [-0.136, 2.232, 2.156], [0.454, 2.483, 3.800], [2.223, 2.567, 2.082], [2.482, 1.400, 3.162], [2.707, -1.738, 1.984], [2.538, -1.817, 0.547], [2.780, -3.153, 0.011], [2.951, -0.768, -0.284], [2.073, 0.175, -0.518], [2.311, 1.431, -1.193], [3.519, 1.819, -1.775], [3.635, 2.967, -2.540], [2.514, 3.740, -2.781], [1.328, 3.402, -2.160], [1.218, 2.311, -1.299], [-0.005, 2.035, -0.634], [-0.774, 3.074, -0.351], [-2.129, 2.964, -0.506], [-3.059, 3.715, 0.320], [-2.653, 2.533, -1.804], [-0.304, 4.254, 0.113], [-0.925, 5.521, -0.248], [0.994, 4.377, 0.754], [4.221, -0.759, -0.817], [5.323, -1.289, -0.034], [4.327, -0.995, -2.260], [3.703, -2.063, 2.308], [1.980, -2.403, 2.458], [2.530, -0.721, 2.310], [2.065, -3.828, 0.481], [3.794, -3.515, 0.204], [2.568, -3.169, -1.058], [4.398, 1.220, -1.631], [4.591, 3.219, -2.976], [2.556, 4.594, -3.442], [0.447, 4.005, -2.349], [-2.568, 4.037, 1.235], [-3.895, 3.064, 0.582], [-3.466, 4.590, -0.194], [-1.947, 1.864, -2.293], [-2.851, 3.401, -2.441], [-3.595, 1.998, -1.664], [-1.733, 5.359, -0.955], [-0.171, 6.148, -0.728], [-1.311, 6.048, 0.625], [1.466, 3.400, 0.814], [0.870, 4.799, 1.754], [1.645, 5.031, 0.169], [5.245, -0.959, 0.998], [6.245, -0.873, -0.443], [5.403, -2.379, -0.066], [3.440, -0.619, -2.765], [4.420, -2.066, -2.461], [5.202, -0.484, -2.662], [-0.514, -2.519, -0.227], [-0.168, -2.987, -1.894], [0.033, -4.326, -2.226], [0.281, -4.699, -3.536], [0.333, -3.731, -4.532], [0.133, -2.400, -4.211], [-0.119, -2.013, -2.897], [-0.365, -0.307, -2.504], [-0.018, -5.073, -1.446], [0.428, -5.741, -3.780], [0.525, -4.014, -5.558], [0.170, -1.642, -4.983]],
  "mulliken_spin": [1.01, 0.01, 0.02, 0.01, -0.01, 0.00, 0.03, 0.01, 0.00, 0.00, 0.00, 0.00, 0.00, 0.00, -0.02, 0.00, 0.00, 0.00, 0.00, 0.00, 0.00, 0.01, -0.01, 0.00, -0.02, 0.01, 0.04, 0.00, 0.00, 0.00, 0.01, 0.00, -0.06, 0.05, -0.01, 0.00, 0.01, 0.00, 0.00, 0.00, 0.00, 0.00, 0.00, 0.00, 0.00, 0.00, 0.00, 0.00, 0.00, 0.00, 0.00, 0.00, 0.00, 0.00, 0.00, 0.00, 0.00, 0.00, 0.00, 0.00, 0.00, 0.00, 0.00, 0.00, 0.00, 0.00, 0.00, 0.00, 0.00, 0.00, 0.00, -0.03, 0.01, 0.00, 0.00, 0.00, 0.00, 0.01, -0.05, 0.00, 0.00, 0.00, 0.00],
  "total_charge": 1,
  "e_lumo_ha": [-0.0826, -0.0799],
  "s2": 0.76,
  "gap_ha": [0.258, 0.260],
  "multiplicity": 2
}



two.
{
  "formula": "C26H45N9S2Ti",
  "method": "the ωB97M-V functional and the def2-TZVPD basis",
  "species": ["Ti", "N", "C", "C", "N", "C", "C", "N", "H", "H", "H", "H", "H", "H", "H", "H", "H", "H", "H", "H", "H", "C", "N", "C", "C", "N", "C", "C", "C", "C", "C", "C", "N", "C", "N", "C", "C", "N", "C", "C", "N", "C", "C", "H", "H", "H", "H", "H", "H", "H", "H", "H", "H", "H", "H", "H", "H", "H", "H", "H", "H", "H", "H", "H", "H", "H", "H", "H", "H", "H", "H", "S", "C", "C", "C", "C", "C", "C", "S", "H", "H", "H", "H"],
  "positions_angstrom": [[0.043, 0.349, 0.923], [2.046, 1.512, 1.337], [1.908, 2.948, 1.085], [0.768, 3.424, 1.959], [-0.388, 2.544, 1.755], [-1.305, 2.542, 2.900], [-2.547, 1.729, 2.544], [-2.227, 0.745, 1.492], [2.259, 1.351, 2.317], [2.801, 1.108, 0.799], [1.671, 3.082, 0.026], [2.818, 3.512, 1.301], [0.524, 4.472, 1.765], [1.057, 3.354, 3.011], [-0.899, 2.874, 0.942], [-1.583, 3.564, 3.181], [-0.776, 2.089, 3.737], [-3.356, 2.384, 2.212], [-2.903, 1.207, 3.430], [-2.717, 0.958, 0.636], [-2.526, -0.184, 1.755], [-1.279, -0.321, -3.371], [-1.659, 1.028, -3.014], [-2.263, 1.822, -4.072], [-1.315, 1.555, -1.825], [-0.238, 1.218, -1.143], [0.959, 0.977, -1.875], [1.303, 1.806, -2.942], [2.512, 1.672, -3.604], [3.422, 0.718, -3.169], [3.111, -0.079, -2.082], [1.879, 0.015, -1.426], [1.605, -0.710, -0.257], [1.977, -1.989, -0.145], [2.372, -2.466, 1.058], [1.921, -3.757, 1.553], [3.249, -1.729, 1.947], [2.001, -2.869, -1.166], [1.117, -2.765, -2.305], [2.958, -3.961, -1.210], [-2.185, 2.475, -1.273], [-1.709, 3.809, -0.946], [-3.623, 2.383, -1.474], [-0.331, -0.354, -3.915], [-2.067, -0.746, -3.994], [-1.214, -0.903, -2.457], [-1.662, 1.706, -4.976], [-2.265, 2.875, -3.803], [-3.283, 1.498, -4.288], [0.610, 2.580, -3.255], [2.752, 2.325, -4.432], [4.383, 0.613, -3.655], [3.834, -0.800, -1.715], [1.120, -4.130, 0.918], [1.512, -3.611, 2.554], [2.733, -4.488, 1.603], [2.739, -1.462, 2.870], [3.594, -0.826, 1.449], [4.120, -2.349, 2.176], [0.240, -2.211, -1.998], [0.799, -3.769, -2.589], [1.604, -2.286, -3.158], [3.734, -3.810, -0.465], [3.419, -3.980, -2.199], [2.479, -4.927, -1.033], [-1.996, 4.524, -1.725], [-2.144, 4.161, -0.006], [-0.622, 3.804, -0.868], [-3.893, 1.366, -1.753], [-3.990, 3.075, -2.238], [-4.128, 2.626, -0.536], [0.162, -0.612, 3.108], [-1.048, -1.910, 3.084], [-1.403, -2.479, 4.308], [-2.302, -3.528, 4.373], [-2.866, -4.020, 3.202], [-2.527, -3.460, 1.985], [-1.616, -2.406, 1.900], [-1.205, -1.764, 0.308], [-0.955, -2.086, 5.212], [-2.563, -3.957, 5.331], [-3.572, -4.839, 3.237], [-2.967, -3.837, 1.070]],
  "mulliken_spin": [1.02, 0.00, 0.01, 0.01, -0.02, 0.00, 0.00, 0.00, 0.00, 0.01, 0.00, 0.00, 0.00, 0.00, 0.00, 0.00, 0.00, 0.00, 0.00, 0.00, 0.00, 0.00, 0.00, 0.00, 0.01, -0.03, 0.05, 0.01, 0.00, 0.00, 0.00, -0.02, 0.01, -0.01, 0.00, 0.00, 0.01, 0.00, 0.00, 0.00, 0.00, 0.00, 0.00, 0.00, 0.00, 0.00, 0.00, 0.00, 0.00, 0.00, 0.00, 0.00, 0.00, 0.00, 0.00, 0.00, 0.00, 0.00, 0.00, 0.00, 0.00, 0.00, 0.00, 0.00, 0.00, 0.00, 0.00, 0.00, 0.00, 0.00, 0.00, -0.04, 0.02, 0.00, 0.00, 0.00, 0.00, 0.00, -0.03, 0.00, 0.00, 0.00, 0.00],
  "total_charge": 1,
  "e_lumo_ha": [-0.0740, -0.0735],
  "s2": 0.75,
  "gap_ha": [0.266, 0.266],
  "multiplicity": 2
}



We find two to be the most stable, with the next structure 163.9 kJ/mol higher.



one.
{
  "formula": "C2H4N3",
  "method": "the ωB97M-V functional and the def2-TZVPD basis",
  "species": ["C", "C", "N", "N", "N", "H", "H", "H", "H"],
  "positions_angstrom": [[-1.661, -0.235, 0.256], [1.157, 0.240, 0.389], [1.007, -0.888, -0.427], [0.384, -0.951, 0.624], [-2.753, -0.397, -0.101], [2.046, 0.339, 0.938], [0.591, 1.136, 0.115], [1.434, -1.160, -1.254], [-3.551, -0.185, -0.612]],
  "mulliken_charge": [-0.06, -0.09, 0.27, -0.20, -0.02, 0.30, 0.23, 0.27, 0.29],
  "total_charge": 1,
  "e_lumo_ha": [-0.2266, -0.2266],
  "gap_ha": [0.375, 0.375],
  "multiplicity": 1
}



two.
{
  "formula": "C2H4N3",
  "method": "the ωB97M-V functional and the def2-TZVPD basis",
  "species": ["C", "C", "N", "N", "N", "H", "H", "H", "H"],
  "positions_angstrom": [[1.950, 0.155, -0.158], [-1.391, -0.465, 0.498], [-1.660, 0.514, -0.535], [-0.859, 0.919, 0.261], [3.100, 0.322, -0.062], [-2.262, -0.702, 1.288], [-0.811, -1.423, 0.309], [-2.154, 0.446, -1.352], [4.087, 0.234, -0.248]],
  "mulliken_charge": [-0.26, -0.07, 0.36, -0.18, -0.02, 0.28, 0.29, 0.28, 0.31],
  "total_charge": 1,
  "e_lumo_ha": -0.2475,
  "gap_ha": 0.331,
  "multiplicity": 1
}



We find one to be the most stable, with the next structure 22.9 kJ/mol higher.



one.
{
  "formula": "C2HBrN2O",
  "method": "the ωB97M-V functional and the def2-TZVPD basis",
  "species": ["Br", "C", "N", "N", "C", "O", "H"],
  "positions_angstrom": [[0.971, 1.901, -3.651], [0.498, 0.694, -2.349], [0.212, -0.558, -2.488], [-0.072, -1.017, -1.258], [0.055, -0.029, -0.442], [0.417, 1.106, -1.067], [-0.095, -0.036, 0.617]],
  "mulliken_charge": [-0.08, 0.45, -0.32, -0.30, 0.07, -0.24, 0.42],
  "smiles": "Brc1nnco1",
  "e_lumo_ha": 0.0219,
  "gap_ha": 0.397,
  "multiplicity": 1
}



two.
{
  "formula": "C2HBrN2O",
  "method": "the ωB97M-V functional and the def2-TZVPD basis",
  "species": ["C", "C", "N", "N", "O", "Br", "H"],
  "positions_angstrom": [[0.333, -0.206, 0.138], [3.242, 0.127, -0.001], [1.084, 1.022, 0.097], [2.282, 0.873, -0.023], [0.895, -1.276, 0.032], [5.017, -0.098, 0.003], [-0.684, -0.117, 0.256]],
  "mulliken_charge": [0.10, 0.31, -0.92, 0.51, -0.50, 0.04, 0.45],
  "e_lumo_ha": -0.0251,
  "gap_ha": 0.304,
  "multiplicity": 1
}



We find one to be the most stable, with the next structure 249.7 kJ/mol higher.



one.
{
  "formula": "C2H3ClO2",
  "method": "the ωB97M-V functional and the def2-TZVPD basis",
  "species": ["O", "C", "Cl", "C", "O", "H", "H", "H"],
  "positions_angstrom": [[0.068, -1.545, -0.002], [0.330, -0.198, -0.005], [2.003, 0.319, -0.272], [-0.670, 0.794, -0.336], [-0.252, 0.591, 0.985], [0.422, -1.936, 0.913], [-0.321, 1.649, -0.683], [-1.580, 0.326, -0.600]],
  "mulliken_charge": [-0.47, 0.69, -0.20, -0.58, -0.40, 0.38, 0.35, 0.23],
  "smiles": "O[C@@]1(Cl)CO1",
  "e_lumo_ha": 0.0239,
  "gap_ha": 0.417,
  "multiplicity": 1
}



two.
{
  "formula": "C2H3ClO2",
  "method": "the ωB97M-V functional and the def2-TZVPD basis",
  "species": ["C", "C", "Cl", "O", "O", "H", "H", "H"],
  "positions_angstrom": [[-1.333, 0.546, 0.141], [0.022, 0.334, 0.191], [1.428, 1.454, 0.194], [0.430, -0.911, 0.346], [1.672, -1.131, -0.121], [-1.688, 1.564, 0.106], [-1.971, -0.281, 0.104], [1.440, -1.575, -0.960]],
  "mulliken_charge": [-0.75, 0.52, -0.15, -0.17, -0.33, 0.26, 0.28, 0.34],
  "smiles": "C=C(Cl)OO",
  "e_lumo_ha": 0.0241,
  "gap_ha": 0.364,
  "multiplicity": 1
}



We find one to be the most stable, with the next structure 225.6 kJ/mol higher.